[1]
{
  "formula": "C16H16N4OS",
  "method": "wB97M-V/def2-TZVPD",
  "lumo_ev": 0.230,
  "multiplicity": 1,
  "total_charge": 0,
  "homo_energy_ev": -8.34,
  "orbital_gap_ev": 8.56,
  "e_tot_ha": -1311.8010,
  "smiles": "Cc1cc(C)c(NC(=O)c2ccc3nc(N)sc3n2)c(C)c1",
  "e_above_lowest_kj_mol": 78.80,
  "elements": ["C", "C", "C", "C", "C", "C", "N", "C", "O", "C", "C", "C", "C", "N", "C", "N", "S", "C", "N", "C", "C", "C", "H", "H", "H", "H", "H", "H", "H", "H", "H", "H", "H", "H", "H", "H", "H", "H"],
  "xyz": [[-4.2547, -4.2780, -0.1016], [-3.1520, -3.2436, 0.0334], [-2.4647, -3.1220, 1.2310], [-1.5299, -2.0815, 1.4777], [-0.8415, -1.9691, 2.8011], [-1.2557, -1.1745, 0.4550], [-0.3571, -0.1421, 0.6673], [1.0448, -0.3383, 0.6241], [1.4759, -1.4802, 0.6263], [1.9063, 0.8295, 0.2835], [3.2583, 0.6801, -0.1233], [3.9739, 1.8092, -0.5374], [3.3812, 2.9974, -0.5406], [3.9917, 4.1362, -0.9864], [3.1422, 5.1235, -0.8055], [3.5988, 6.3172, -1.2422], [1.5220, 4.8146, -0.1718], [2.0797, 3.1227, -0.0267], [1.3234, 2.0696, 0.3492], [-1.9116, -1.2851, -0.7778], [-1.6290, -0.2910, -1.8898], [-2.8663, -2.3174, -0.9530], [-5.1476, -3.8104, -0.5320], [-4.5315, -4.7165, 0.8613], [-3.9212, -5.0716, -0.7624], [-2.7372, -3.8026, 2.0305], [0.1898, -2.3789, 2.7265], [-0.8079, -0.9247, 3.1439], [-1.3420, -2.5944, 3.5591], [-0.6228, 0.7983, 0.3461], [3.6522, -0.3215, -0.1578], [4.9945, 1.7306, -0.8663], [3.2778, 7.1392, -0.7141], [4.5879, 6.2983, -1.5518], [-1.9401, -0.6450, -2.8553], [-2.1692, 0.6540, -1.7278], [-0.5356, -0.0838, -1.9648], [-3.3825, -2.4483, -1.9275]],
  "forces_ev_per_a": [[0.2, 0.4, -0.2], [-0.2, 0.2, 0.8], [0.5, 0.9, 0.4], [-0.7, -1.0, -0.3], [0.4, -0.6, 0.4], [-1.0, -1.2, -0.2], [2.4, 2.6, -0.1], [-1.8, -1.7, -1.2], [0.5, 0.6, 0.5], [0.6, 2.2, 0.1], [-1.3, 0.3, 0.2], [0.6, -3.5, 0.3], [-0.9, 2.0, 0.2], [-1.6, 0.6, 0.7], [1.9, -0.5, -0.9], [-0.3, 1.9, 0.4], [1.1, -0.7, 0.0], [-1.4, -1.8, 0.1], [1.1, 0.4, -0.4], [-0.8, -0.6, -0.4], [0.7, 0.2, 0.5], [0.3, 0.5, -1.1], [0.1, -0.2, 0.0], [0.2, 0.1, -0.1], [-0.1, -0.2, -0.1], [0.2, 0.0, 0.1], [-0.5, 0.5, 0.0], [0.1, -0.4, -0.1], [0.0, 0.4, -0.3], [0.1, -0.7, 0.4], [0.2, -0.1, 0.0], [0.2, -0.1, -0.1], [0.4, -0.5, -0.7], [-1.2, 0.1, 0.5], [-0.2, -0.4, -0.4], [0.3, -0.1, 0.1], [-0.8, 0.0, 0.1], [0.4, 0.4, 0.6]]
}



[2]
{
  "formula": "C18H29NO2",
  "method": "wB97M-V/def2-TZVPD",
  "lumo_ev": 0.870,
  "multiplicity": 1,
  "total_charge": 0,
  "homo_energy_ev": -8.22,
  "orbital_gap_ev": 9.09,
  "e_tot_ha": -908.4843,
  "smiles": "Cc1ccc(C(C)C)cc1OCCOCCN1CCCC1",
  "e_above_lowest_kj_mol": 98.30,
  "elements": ["C", "C", "C", "C", "C", "C", "C", "C", "C", "C", "O", "C", "C", "O", "C", "C", "N", "C", "C", "C", "C", "H", "H", "H", "H", "H", "H", "H", "H", "H", "H", "H", "H", "H", "H", "H", "H", "H", "H", "H", "H", "H", "H", "H", "H", "H", "H", "H", "H", "H"],
  "xyz": [[-0.7817, 2.3561, -0.0484], [-1.5246, 1.1288, -0.4777], [-2.3113, 1.1115, -1.6148], [-3.0026, -0.0244, -1.9989], [-2.9195, -1.1824, -1.2420], [-3.6702, -2.4325, -1.6323], [-5.1801, -2.1850, -1.6063], [-3.2270, -2.9306, -3.0093], [-2.1278, -1.1794, -0.0994], [-1.4341, -0.0422, 0.2894], [-0.6463, 0.0526, 1.4057], [-0.4845, -1.0671, 2.2447], [0.4585, -2.1476, 1.6740], [1.7991, -2.0288, 2.0774], [2.6014, -1.1254, 1.3467], [2.5093, 0.3248, 1.8350], [3.5457, 1.1320, 1.2308], [3.6902, 2.4445, 1.8367], [4.5262, 3.2013, 0.8147], [3.8942, 2.7553, -0.5039], [3.4057, 1.3282, -0.2104], [-1.0413, 2.6118, 0.9778], [-1.0151, 3.1961, -0.6975], [0.2930, 2.1778, -0.0769], [-2.3872, 2.0089, -2.2122], [-3.6078, 0.0012, -2.8918], [-3.4410, -3.2137, -0.8985], [-5.4606, -1.4385, -2.3449], [-5.4886, -1.8292, -0.6257], [-5.7168, -3.1054, -1.8264], [-3.4682, -2.2025, -3.7794], [-2.1527, -3.1010, -3.0232], [-3.7293, -3.8649, -3.2510], [-2.0631, -2.0855, 0.4842], [-1.4598, -1.5074, 2.4837], [-0.0467, -0.6741, 3.1659], [0.1399, -3.1252, 2.0483], [0.3895, -2.1457, 0.5765], [3.6296, -1.4712, 1.4849], [2.3524, -1.1825, 0.2783], [2.6696, 0.3287, 2.9167], [1.5041, 0.7288, 1.6303], [4.1805, 2.3498, 2.8075], [2.7165, 2.9452, 1.9828], [4.4940, 4.2797, 0.9568], [5.5607, 2.8642, 0.8701], [4.5981, 2.7862, -1.3332], [3.0499, 3.4009, -0.7498], [4.0159, 0.5805, -0.7260], [2.3640, 1.1974, -0.5393]],
  "forces_ev_per_a": [[0.0, -0.1, 0.0], [0.1, 0.0, 0.2], [0.0, -0.1, 0.1], [-0.1, -0.1, 0.0], [0.0, 0.0, 0.0], [-0.1, 0.0, -0.2], [0.2, -0.1, 0.1], [0.0, -0.1, 0.3], [0.1, 0.0, 0.2], [0.0, 0.2, -0.1], [-0.2, 0.3, -0.4], [0.2, -0.6, 0.1], [-0.3, 0.1, 0.1], [0.0, 0.1, 0.2], [0.2, 0.2, 0.0], [0.0, -0.3, 0.0], [0.0, 0.1, 0.1], [0.2, 0.1, 0.1], [-0.1, 0.0, 0.1], [0.0, 0.0, 0.0], [0.1, -0.2, -0.3], [0.1, 0.1, 0.1], [0.0, 0.1, 0.0], [0.1, 0.1, 0.0], [0.0, 0.1, 0.0], [-0.1, 0.0, -0.1], [0.0, 0.1, 0.0], [-0.1, 0.1, -0.1], [-0.1, 0.0, 0.1], [-0.1, -0.1, 0.0], [0.0, 0.1, -0.1], [0.1, 0.0, -0.1], [0.0, -0.1, -0.1], [0.0, -0.1, 0.1], [0.1, 0.1, 0.0], [-0.1, -0.1, -0.1], [-0.1, 0.1, -0.1], [0.0, -0.1, 0.1], [0.0, 0.1, -0.1], [0.0, 0.0, 0.0], [-0.1, 0.0, 0.0], [0.1, 0.0, 0.0], [-0.1, 0.1, 0.0], [0.0, 0.0, 0.0], [0.1, 0.0, 0.0], [0.1, 0.0, 0.0], [0.0, 0.0, -0.1], [0.0, 0.0, 0.0], [-0.1, 0.0, -0.1], [0.0, 0.0, 0.0]]
}



[3]
{
  "formula": "C2INO3",
  "method": "wB97M-V/def2-TZVPD",
  "lumo_ev": 5.268,
  "multiplicity": 1,
  "total_charge": -2,
  "homo_energy_ev": -1.94,
  "orbital_gap_ev": 7.21,
  "e_tot_ha": -654.5080,
  "e_above_lowest_kj_mol": 60.39,
  "elements": ["C", "C", "N", "O", "O", "O", "I"],
  "xyz": [[2.0524, -1.1367, 0.2676], [1.1822, 1.2074, -0.3795], [1.3346, 0.0313, -0.4005], [3.0454, -0.7151, 0.7899], [1.5217, -2.2367, 0.1239], [0.8266, 2.4561, -0.5680], [-9.9630, 0.3938, 0.1665]],
  "forces_ev_per_a": [[-0.9, -1.2, -0.6], [-2.4, 5.2, -1.7], [-0.8, 1.4, -0.2], [2.1, 0.2, 1.3], [0.0, 0.6, -0.1], [2.2, -6.3, 1.3], [-0.1, 0.0, 0.0]]
}



[4]
{
  "formula": "C2H9N3O",
  "method": "wB97M-V/def2-TZVPD",
  "lumo_ev": -7.667,
  "multiplicity": 1,
  "total_charge": 2,
  "homo_energy_ev": -17.36,
  "orbital_gap_ev": 9.69,
  "e_tot_ha": -320.4051,
  "e_above_lowest_kj_mol": 86.29,
  "elements": ["C", "C", "N", "N", "N", "O", "H", "H", "H", "H", "H", "H", "H", "H", "H"],
  "xyz": [[-1.1084, 1.3788, -0.2388], [-0.3871, 0.1610, -0.7379], [-0.4750, 2.5386, -0.1619], [-2.3150, 1.2099, 0.3022], [2.2079, -2.5708, 0.9511], [-0.4348, 0.1142, -1.9936], [-0.8508, 3.2506, 0.5361], [0.2466, 2.7235, -0.7260], [-2.8561, 2.0262, 0.6172], [1.2314, -2.4194, 0.9504], [-2.8174, 0.3198, 0.3469], [2.5025, -2.9090, 0.0369], [2.7933, -1.8521, 1.2515], [2.4314, -3.3304, 1.4185], [-0.1686, -0.6409, -2.5525]],
  "forces_ev_per_a": [[-0.7, 0.3, 0.6], [0.2, -1.0, 0.6], [-4.7, -0.3, 3.9], [0.2, 0.4, -0.1], [-0.4, 1.3, -4.0], [-1.0, 1.1, -1.6], [1.0, -1.0, -1.6], [3.5, 1.1, -2.3], [0.4, -0.6, -0.2], [-1.4, 0.7, 0.2], [0.6, 0.4, -0.2], [0.0, 0.7, -0.8], [1.0, 2.1, 0.6], [1.0, -4.9, 4.1], [0.5, -0.2, 0.9]]
}



[5]
{
  "formula": "C5H6Br2NO2Zr",
  "method": "wB97M-V/def2-TZVPD",
  "lumo_ev": -15.146,
  "multiplicity": 1,
  "total_charge": 3,
  "homo_energy_ev": -20.02,
  "orbital_gap_ev": 4.87,
  "e_tot_ha": -5592.7772,
  "elements": ["C", "C", "Br", "C", "Br", "N", "C", "C", "O", "O", "H", "H", "H", "H", "H", "H", "Zr"],
  "xyz": [[1.9403, -0.7472, 0.0751], [1.6915, 0.7132, -0.5456], [3.0080, 1.3732, -1.8649], [0.5667, 1.5679, -0.1903], [0.4328, 3.3912, -0.9983], [-0.4748, 1.1430, 0.7478], [-1.3224, 0.1798, -0.0364], [-2.8263, 0.0453, 0.5898], [-3.2497, 0.8341, 1.4567], [-3.5862, -1.0676, 0.0924], [3.0105, -1.1424, -0.1923], [1.8537, -0.6431, 1.2514], [1.1883, -1.5503, -0.2457], [-0.8730, -0.8892, 0.0283], [-1.3104, 0.5335, -1.1259], [-3.0810, -1.4542, -0.6740], [3.0320, -2.2872, 1.6318]],
  "forces_ev_per_a": [[-0.4, -0.3, 0.3], [-1.0, 1.0, -0.8], [-1.5, -1.1, 2.0], [0.6, -1.2, 0.6], [-0.1, -2.3, 1.6], [1.1, 0.4, -4.1], [0.8, 0.3, 0.1], [-3.4, 1.1, 2.9], [2.3, -3.8, -4.2], [3.2, 2.7, 0.2], [-0.8, 1.0, -0.2], [-0.1, 0.5, -0.9], [0.8, 1.3, 0.0], [-0.8, 1.5, 0.0], [-0.2, -0.8, 1.3], [-0.9, 0.2, 0.8], [0.5, -0.4, 0.3]]
}



[6]
{
  "formula": "C2H11NO3",
  "method": "wB97M-V/def2-TZVPD",
  "lumo_ev": 0.466,
  "multiplicity": 1,
  "total_charge": 0,
  "homo_energy_ev": -9.50,
  "orbital_gap_ev": 9.97,
  "e_tot_ha": -363.2201,
  "smiles": "CNCO.O.O",
  "e_above_lowest_kj_mol": 142.51,
  "elements": ["C", "N", "C", "O", "H", "H", "H", "H", "H", "H", "H", "O", "H", "H", "O", "H", "H"],
  "xyz": [[0.5546, 1.7676, 1.2333], [0.4479, 0.5888, 2.0682], [-0.8556, -0.1627, 2.0711], [-1.3136, -0.1008, 3.4310], [-0.0035, 2.5669, 1.7521], [0.2238, 1.7111, 0.1884], [1.5206, 2.2689, 1.3455], [1.1100, -0.1266, 1.7833], [-1.4435, 0.2997, 1.2793], [-0.6487, -1.2186, 1.9035], [-0.5412, 0.2975, 3.8343], [-0.5241, -0.0364, -3.2548], [-1.3317, -0.3814, -3.6511], [-0.5776, 0.8539, -3.6345], [0.9401, -3.0559, -3.1618], [0.6179, -2.5786, -3.9355], [1.8245, -2.6935, -3.2520]],
  "forces_ev_per_a": [[-0.5, 1.6, 1.1], [-0.1, -1.8, -0.6], [1.9, 0.9, 1.0], [-0.8, 0.2, -1.1], [-0.6, -0.3, -0.5], [0.2, -0.2, 0.1], [0.4, -0.8, -0.5], [0.4, 0.5, 0.0], [-0.9, -0.2, 0.5], [-0.1, 0.0, -0.6], [0.1, 0.2, 0.5], [-0.5, 0.6, -0.6], [-0.1, -0.6, 0.3], [0.5, 0.0, 0.3], [0.3, 0.5, -0.8], [-1.0, -0.2, 0.0], [0.7, -0.3, 0.8]]
}



[7]
{
  "formula": "C22H33BFN5O",
  "method": "wB97M-V/def2-TZVPD",
  "lumo_ev": 0.346,
  "multiplicity": 1,
  "total_charge": 0,
  "homo_energy_ev": -8.31,
  "orbital_gap_ev": 8.65,
  "e_tot_ha": -1331.8395,
  "smiles": "CC(=O)NCCCCBF.c1cc[nH]c1.c1cc[nH]c1.c1cc[nH]c1.c1cc[nH]c1",
  "e_above_lowest_kj_mol": 8.95,
  "elements": ["C", "C", "O", "N", "C", "C", "C", "C", "B", "F", "H", "H", "H", "H", "H", "H", "H", "H", "H", "H", "H", "H", "H", "C", "C", "C", "N", "C", "H", "H", "H", "H", "H", "C", "C", "C", "N", "C", "H", "H", "H", "H", "H", "C", "C", "C", "N", "C", "H", "H", "H", "H", "H", "C", "C", "C", "N", "C", "H", "H", "H", "H", "H"],
  "xyz": [[1.8558, -2.3978, -0.4271], [1.8080, -1.2728, 0.5693], [1.4424, -1.4670, 1.7181], [2.2656, 0.0129, 0.1218], [1.1885, 1.0155, 0.0234], [0.1777, 0.7423, -1.0770], [-0.9782, -0.1819, -0.6854], [-2.0107, 0.5539, 0.2050], [-2.9939, -0.5083, 0.7677], [-4.0853, -0.8365, 0.0735], [2.0263, -3.3189, 0.1202], [0.8932, -2.4996, -0.9293], [2.5968, -2.2262, -1.2006], [2.8978, 0.3449, 0.8429], [0.7011, 1.1884, 0.9872], [1.6865, 1.9544, -0.2197], [0.6879, 0.4025, -1.9780], [-0.2729, 1.7030, -1.3352], [-1.4938, -0.4922, -1.5965], [-0.6373, -1.0956, -0.2010], [-2.5442, 1.2651, -0.4268], [-1.4997, 1.0885, 1.0042], [-2.8164, -1.1214, 1.7775], [-7.6657, 1.6823, 2.5278], [-7.1919, 0.9470, 3.6477], [-6.4698, -0.1112, 3.1634], [-6.4864, -0.0418, 1.7975], [-7.2144, 1.0458, 1.4021], [-8.2682, 2.5747, 2.5469], [-7.3629, 1.1689, 4.6875], [-5.9462, -0.9026, 3.6720], [-6.0322, -0.6905, 1.1814], [-7.3466, 1.2744, 0.3587], [4.3836, 1.4881, -2.1515], [5.6880, 1.3841, -2.7094], [6.0193, 2.6130, -3.2142], [4.9687, 3.4572, -2.9822], [3.9675, 2.7801, -2.3389], [3.8170, 0.7067, -1.6694], [6.3111, 0.5060, -2.7359], [6.9084, 2.9580, -3.7132], [4.9355, 4.4232, -3.2466], [3.0504, 3.2759, -2.0692], [1.0326, 4.7476, 2.6875], [-0.1585, 5.2585, 2.1025], [-1.1340, 4.3132, 2.2714], [-0.5789, 3.2529, 2.9351], [0.7404, 3.5094, 3.1925], [1.9922, 5.2343, 2.7327], [-0.2841, 6.2113, 1.6167], [-2.1704, 4.3049, 1.9804], [-1.0649, 2.4143, 3.1920], [1.3537, 2.7915, 3.7095], [2.0764, -7.0057, -3.3593], [3.0312, -6.9996, -2.3062], [2.4548, -6.3702, -1.2365], [1.1904, -5.9953, -1.6025], [0.9522, -6.3787, -2.8945], [2.2018, -7.4228, -4.3440], [4.0259, -7.4111, -2.3322], [2.8327, -6.1592, -0.2509], [0.5384, -5.5125, -1.0141], [0.0078, -6.1753, -3.3688]],
  "forces_ev_per_a": [[-0.1, 0.1, -0.1], [-0.3, -0.3, 1.2], [0.4, 0.3, -1.0], [-0.2, -0.3, 0.0], [0.3, 0.5, -0.3], [-0.2, 0.1, 0.2], [-0.2, 0.2, -0.2], [-0.2, -0.3, -0.2], [0.2, 0.1, 0.3], [-0.2, -0.1, -0.2], [0.1, -0.1, 0.0], [-0.1, 0.1, 0.0], [0.1, 0.0, 0.0], [0.0, 0.0, 0.1], [-0.1, -0.2, 0.1], [0.1, 0.0, 0.0], [0.1, -0.2, 0.0], [0.0, 0.1, -0.1], [0.0, -0.1, 0.0], [0.1, 0.0, 0.1], [0.0, 0.2, 0.0], [0.0, 0.1, 0.1], [0.0, 0.0, 0.0], [0.0, 0.0, 0.0], [0.0, 0.0, 0.0], [0.0, 0.0, 0.0], [0.0, 0.0, 0.1], [0.0, 0.0, 0.0], [0.0, 0.0, 0.0], [0.0, 0.0, 0.0], [0.0, 0.0, 0.0], [0.0, 0.0, 0.0], [0.0, 0.0, 0.0], [0.0, 0.0, 0.0], [0.0, 0.0, 0.0], [0.0, 0.0, 0.0], [0.0, 0.0, 0.0], [0.0, 0.0, 0.0], [0.0, 0.0, 0.0], [0.0, 0.0, 0.0], [0.0, 0.0, 0.0], [0.0, 0.0, 0.0], [0.0, 0.0, 0.0], [0.0, 0.0, 0.0], [0.0, 0.0, 0.0], [0.0, -0.1, 0.0], [0.0, 0.0, 0.0], [0.0, -0.1, 0.0], [0.0, 0.0, 0.0], [0.0, 0.0, 0.0], [0.0, 0.0, 0.0], [0.0, 0.0, 0.1], [0.0, 0.0, 0.0], [0.0, 0.0, 0.0], [0.0, 0.0, 0.0], [0.0, 0.0, 0.0], [0.0, 0.0, 0.0], [0.0, 0.0, 0.0], [0.0, 0.0, 0.0], [0.0, 0.0, 0.0], [0.0, 0.0, 0.0], [0.0, 0.0, 0.0], [0.0, 0.0, 0.0]]
}